The following is a DFT calculation (ωB97M-V with the def2-TZVPD basis set) of C8H10CdN4O3S as an isolated structure.

Structure (XYZ):
```
27
Properties=species:S:1:pos:R:3
Cd -0.2034 0.3616 -0.3407
N 1.9517 -0.5383 -0.0455
C 1.7900 -1.2773 1.2460
C 1.0208 -0.4007 2.2579
O 1.5741 -0.1200 3.3162
N -0.1790 -0.0160 1.7985
C -0.7483 1.2180 2.3695
C -0.7366 2.4670 1.4299
O -1.2875 3.4636 1.8445
O -0.1097 2.3886 0.2750
H 2.4679 0.3158 0.1506
H 2.5095 -1.0724 -0.7003
H 1.2483 -2.2016 1.0389
H 2.7536 -1.5138 1.6913
H -1.7919 1.0827 2.6613
H -0.1929 1.5074 3.2614
S -2.7787 0.0318 -0.4995
C -2.5162 -1.6117 -0.1250
N -2.2164 -1.9060 1.1736
C -2.0771 -3.1505 1.6516
C -2.2224 -4.1982 0.7960
C -2.4410 -3.8636 -0.5476
N -2.5730 -2.6345 -1.0051
H -2.0302 -1.1011 1.7686
H -1.8363 -3.2430 2.7009
H -2.1391 -5.2199 1.1305
H -2.4952 -4.6505 -1.2937
```

Computed properties:
Kohn-Sham gap: 0.2577 Ha
energy: -35960.6855 eV
HOMO energy: -8.2 eV